# 1
C14H36AuO6S2Si2Te | ωB97M-V/def2-TZVPD

Each line ends with the Löwdin charge.
Positions of all 62 atoms, in Å:
Au (1.3269, 0.1275, 1.0242)  0.56
C (-2.4068, -2.6999, 1.3341)  -0.10
O (-1.0009, -2.6513, 1.1542)  -0.25
C (-0.3376, -3.3012, 2.2244)  -0.19
C (1.1572, -3.2939, 1.9921)  -0.14
O (1.7955, -2.0250, 2.1414)  -0.23
C (2.0472, -1.6063, 3.4781)  -0.16
C (0.8685, -0.8711, 4.1099)  -0.18
O (0.1439, -0.1792, 3.0923)  -0.31
C (-0.4847, 1.0061, 3.5985)  -0.06
H (-2.7533, -3.7366, 1.3796)  0.10
H (-2.8768, -2.2087, 0.4837)  0.08
H (-2.7026, -2.1801, 2.2511)  0.10
H (-0.6560, -4.3518, 2.2806)  0.14
H (-0.6075, -2.8355, 3.1761)  0.12
H (1.3674, -3.6150, 0.9722)  0.12
H (1.6429, -3.9981, 2.6744)  0.14
H (2.9071, -0.9373, 3.4147)  0.13
H (2.3326, -2.4650, 4.0932)  0.14
H (1.2692, -0.1580, 4.8361)  0.14
H (0.1821, -1.5401, 4.6381)  0.13
H (0.2733, 1.7520, 3.8466)  0.09
H (-1.0819, 0.7576, 4.4771)  0.10
H (-1.1381, 1.3854, 2.8148)  0.08
O (1.1768, 3.2425, 0.8731)  -0.37
S (2.4972, 2.8821, 1.3086)  0.19
O (2.5628, 1.9437, 2.4391)  -0.42
O (3.5291, 3.8582, 1.2443)  -0.28
S (3.0505, 1.2941, -0.1264)  0.62
C (-3.4672, 2.4612, -2.3929)  -0.18
Si (-2.0000, 3.1778, -1.5110)  0.38
C (-2.3258, 3.3518, 0.3117)  -0.19
C (-1.4368, 4.7739, -2.2528)  -0.16
C (-0.5611, 1.9476, -1.7281)  -0.53
Te (-0.7966, 0.2269, -0.5331)  1.45
C (-0.5501, -1.2924, -1.9529)  -0.54
Si (1.1248, -1.5388, -2.8034)  0.40
C (2.2038, -2.4669, -1.6076)  -0.17
C (1.9096, 0.0888, -3.2348)  -0.19
C (0.7821, -2.5350, -4.3246)  -0.17
H (-4.3715, 3.0420, -2.2184)  0.04
H (-3.6769, 1.4412, -2.0580)  0.03
H (-3.2937, 2.4299, -3.4696)  0.04
H (-2.8728, 4.2763, 0.5040)  0.04
H (-1.3887, 3.4081, 0.8692)  0.02
H (-2.9271, 2.5319, 0.7135)  0.03
H (-2.2195, 5.5276, -2.1660)  0.04
H (-1.1899, 4.6687, -3.3095)  0.04
H (-0.5543, 5.1486, -1.7325)  0.04
H (0.3844, 2.4086, -1.4352)  0.00
H (-0.4786, 1.5802, -2.7514)  0.02
H (-1.3531, -1.1241, -2.6768)  0.03
H (-0.7863, -2.1967, -1.3879)  0.00
H (2.4949, -1.8421, -0.7585)  0.00
H (3.1200, -2.7983, -2.0969)  0.05
H (1.6995, -3.3519, -1.2174)  0.03
H (2.1211, 0.7304, -2.3733)  -0.06
H (1.3137, 0.6682, -3.9425)  0.04
H (2.8630, -0.1295, -3.7204)  0.05
H (0.2344, -3.4547, -4.1228)  0.04
H (1.7168, -2.8101, -4.8135)  0.04
H (0.1980, -1.9443, -5.0326)  0.04

Output
* E: -2785.25913 a.u.
* spin multiplicity: 3
* charge: +1
* ⟨S²⟩: 2.02
* F_max: 0.61 eV Å⁻¹

***

# 2
C5H7NO | ωB97M-V/def2-TZVPD

Each line ends with the Löwdin charge.
Positions of all 14 atoms, in Å:
C (-2.0153, -0.3276, -0.3670)  -0.07
C (-0.5948, 0.0011, 0.0150)  -0.30
C (0.4838, -0.8213, -0.5553)  -0.06
C (1.7745, -0.5985, -0.3924)  -0.18
N (2.9707, -0.3137, -0.3824)  0.14
O (0.9119, 1.4742, 1.1609)  0.00
C (-0.3371, 1.0226, 0.8414)  -0.17
H (-2.7236, 0.0460, 0.3795)  0.08
H (-2.2851, 0.1295, -1.3271)  0.08
H (-2.1758, -1.4063, -0.4704)  0.08
H (0.2228, -1.7372, -1.0772)  0.11
H (3.4841, -0.5968, 0.4521)  0.08
H (-1.1146, 1.5514, 1.3817)  0.12
H (1.4342, 1.5669, 0.3559)  0.09

Output
* E: -324.64724 a.u.
* spin multiplicity: 1
* charge: 0
* F_max: 0.62 eV Å⁻¹
* SMILES: C/C(C=C=N)=C/O

***

# 3
C3H17NO4 | ωB97M-V/def2-TZVPD

Each line ends with the Löwdin charge.
Positions of all 25 atoms, in Å:
C (-0.4187, 0.4990, -2.2508)  -0.27
C (-0.1502, 0.5491, -0.7138)  -0.25
C (-0.4973, 1.8227, 0.0329)  -0.11
N (-1.3443, 1.4893, -2.8257)  -0.02
H (-0.8644, -0.4764, -2.4509)  0.09
H (0.5230, 0.5703, -2.7963)  0.10
H (0.9079, 0.3044, -0.5642)  0.08
H (-0.6919, -0.2806, -0.2776)  0.07
H (-1.3330, 2.3706, -0.3878)  0.05
H (0.3653, 2.4830, 0.0944)  0.07
H (-0.7966, 1.6009, 1.0621)  0.07
H (-0.8354, 2.3484, -3.0168)  0.06
H (-2.0694, 1.7533, -2.1721)  0.05
H (-2.0841, -1.5067, 1.8025)  0.00
H (-1.5505, -2.1206, 0.5232)  0.01
O (-2.3763, -1.9554, 0.9875)  -0.08
H (-0.5758, -1.3095, 3.9190)  0.05
H (0.3211, -1.0431, 2.6607)  0.01
O (-0.5679, -0.9319, 3.0360)  -0.07
H (3.2420, -1.6468, -1.0458)  0.05
H (1.7800, -2.0869, -1.0723)  0.04
O (2.5017, -1.8681, -0.4721)  -0.05
H (1.9466, 0.5722, 2.0404)  0.06
H (2.4888, -0.7922, 1.5659)  0.02
O (2.0791, -0.3449, 2.3217)  -0.05

Output
* E: -480.19666 a.u.
* spin multiplicity: 1
* charge: 0
* F_max: 0.66 eV Å⁻¹
* SMILES: CCCN.O.O.O.O

***

# 4
H16N5 | ωB97M-V/def2-TZVPD

Each line ends with the Löwdin charge.
Positions of all 21 atoms, in Å:
N (0.1878, -0.5297, 0.5541)  0.28
H (-0.4343, 0.0039, -0.0587)  0.07
H (0.4898, 0.2415, 1.0661)  0.04
H (-0.4339, -1.2174, 1.0408)  0.11
H (0.9247, -1.0545, 0.1507)  0.11
N (1.7571, 1.9160, 2.0117)  0.00
H (2.2658, 2.4829, 1.4043)  -0.02
H (2.3787, 1.3066, 2.4830)  0.00
H (1.1738, 2.5921, 2.7189)  0.12
N (-2.5017, -1.5751, 1.0577)  0.07
H (-2.6838, -1.7679, 2.0442)  0.06
H (-2.6158, -2.2782, 0.4271)  0.00
H (-2.7688, -0.6638, 0.9439)  0.00
N (-1.0106, 1.8115, -0.8106)  0.05
H (-0.6952, 2.6466, -0.2634)  0.07
H (-1.9114, 1.9701, -1.0155)  -0.02
H (-0.7617, 2.0621, -1.7556)  0.05
N (1.7856, -1.8347, -2.7644)  0.03
H (2.4385, -2.0787, -3.5191)  0.04
H (1.0394, -1.3147, -3.0511)  -0.04
H (1.3759, -2.7186, -2.6640)  -0.01

Output
* E: -283.11367 a.u.
* spin multiplicity: 1
* charge: +1
* F_max: 5.05 eV Å⁻¹

***

# 5
C15H24N4O3S | ωB97M-V/def2-TZVPD

Each line ends with the Löwdin charge.
Positions of all 47 atoms, in Å:
C (8.6263, -1.5045, 0.9374)  -0.10
C (7.2255, -1.4699, 1.0804)  -0.25
H (6.8145, -2.3756, 1.1400)  0.07
H (6.9003, -0.9174, 1.9606)  0.12
O (6.4167, -1.0448, -0.1771)  -0.03
C (6.2621, 0.3748, -0.0034)  -0.31
O (6.6946, 1.0630, 0.9464)  0.05
C (5.4926, 0.9519, -1.3769)  0.03
C (4.0445, 1.1445, -0.8962)  -0.41
C (3.6926, 2.0281, 0.0503)  -0.37
S (1.8996, 2.1108, 0.3665)  1.01
C (1.8862, 0.6407, -0.8313)  -0.47
N (3.1624, 0.0728, -1.3508)  0.13
N (0.8692, -0.0758, -0.9723)  0.04
C (-0.3720, 0.1409, -0.5781)  -0.28
O (-0.5378, 1.0558, 0.4381)  -0.13
C (-1.4431, -0.9292, -0.8500)  -0.01
N (-2.7861, -0.4975, -0.2185)  -0.12
C (-3.6190, -1.3967, -0.5439)  -0.29
C (-5.0232, -1.1138, 0.4105)  -0.08
N (-5.5805, 0.0744, -0.3126)  -0.20
C (-4.6888, 1.2372, 0.1373)  -0.11
C (-3.3016, 0.9254, -0.7302)  -0.05
H (-2.6244, 1.6491, -0.4484)  0.04
H (-3.5308, 0.9184, -2.1071)  0.21
H (-4.9071, 2.0997, -0.4047)  0.10
H (-4.2964, 1.0847, 1.0420)  0.07
C (-6.8432, 0.5460, 0.1831)  -0.24
C (-7.1599, 0.5843, 1.8279)  -0.04
H (-6.7721, -0.3022, 2.3585)  0.07
H (-8.1149, 0.9554, 1.8616)  0.02
H (-6.5108, 1.4338, 1.9323)  0.04
H (-7.1671, 1.3169, -0.3120)  0.03
H (-7.5383, -0.5751, -0.1262)  0.17
H (-5.7644, -2.0211, 0.1585)  0.15
H (-4.6950, -0.8902, 1.4007)  0.09
H (-3.2786, -2.4320, -0.2686)  0.15
H (-3.9799, -1.6197, -1.2800)  -0.02
H (-1.2218, -1.7400, -0.5865)  0.01
H (-1.6299, -0.6122, -1.9165)  0.15
H (1.0342, -1.0192, -1.4836)  0.23
H (4.0886, 2.9153, 0.7734)  0.12
H (5.4394, 0.1330, -2.0067)  0.08
H (5.8789, 1.7351, -1.5791)  0.00
H (8.6938, -1.9746, -0.1413)  0.13
H (9.1254, -0.5580, 0.7712)  0.08
H (9.1396, -2.1229, 1.7252)  0.11

Output
* E: -1428.33849 a.u.
* spin multiplicity: 1
* charge: 0
* F_max: 18.00 eV Å⁻¹

***

# 6
C32H60BBaF4N2O14 | ωB97M-V/def2-TZVPD

Each line ends with the Löwdin charge.
Positions of all 114 atoms, in Å:
Ba (-20.2591, 9.1136, 2.6104)  2.18
B (-19.9568, 6.9592, 0.6163)  -1.41
F (-20.7779, 7.9485, 0.0505)  0.07
F (-18.7674, 7.5525, 1.1232)  -0.02
F (-20.6553, 6.4803, 1.7600)  0.03
F (-19.6902, 5.9451, -0.2717)  0.18
C (-17.6821, 2.1523, 5.4304)  -0.05
C (-16.6927, 3.0910, 5.7275)  -0.04
C (-16.8901, 4.4259, 5.4006)  0.02
C (-18.0547, 4.7912, 4.7607)  -0.17
C (-19.0276, 3.8612, 4.4264)  0.00
C (-18.8363, 2.5338, 4.7720)  -0.05
N (-18.2947, 6.1850, 4.4638)  -0.31
O (-17.4164, 6.9919, 4.6835)  0.09
O (-19.3888, 6.4920, 3.9982)  -0.03
H (-17.5230, 1.1309, 5.7506)  0.11
H (-15.7876, 2.7551, 6.2113)  0.11
H (-16.1122, 5.1505, 5.5976)  0.13
H (-19.9437, 4.1632, 3.9379)  0.12
H (-19.5675, 1.7806, 4.5131)  0.11
C (-22.9486, 2.7497, -0.8892)  -0.06
C (-22.4354, 4.0444, -0.8851)  -0.05
C (-23.2962, 5.1244, -0.9785)  -0.02
C (-24.6533, 4.8820, -1.0765)  -0.15
C (-25.1868, 3.6025, -1.0495)  0.00
C (-24.3161, 2.5335, -0.9697)  -0.06
N (-25.5709, 6.0275, -1.1023)  -0.33
O (-25.0956, 7.1364, -0.8829)  0.04
O (-26.7455, 5.7966, -1.2639)  0.10
H (-22.2607, 1.9201, -0.7910)  0.11
H (-21.3679, 4.2051, -0.8201)  0.10
H (-22.8791, 6.1178, -0.9123)  0.11
H (-26.2570, 3.5012, -1.1617)  0.12
H (-24.6970, 1.5207, -0.9548)  0.11
C (-16.9440, 4.8205, 1.2559)  -0.09
O (-15.5665, 4.8091, 1.5398)  -0.17
C (-14.7999, 4.8709, 0.3649)  -0.22
C (-13.3444, 4.8993, 0.7442)  -0.21
O (-13.0105, 3.6523, 1.3214)  -0.18
C (-11.6726, 3.6057, 1.7185)  -0.13
H (-17.2219, 5.7717, 0.7886)  0.07
H (-17.5085, 4.7150, 2.1787)  0.07
H (-17.2366, 4.0099, 0.5771)  0.10
H (-15.0469, 5.8001, -0.1733)  0.12
H (-14.9886, 3.9985, -0.2727)  0.14
H (-13.1757, 5.7004, 1.4788)  0.13
H (-12.7090, 5.0658, -0.1348)  0.13
H (-11.4777, 4.2390, 2.5966)  0.09
H (-10.9948, 3.9291, 0.9142)  0.09
H (-11.4157, 2.5809, 1.9803)  0.09
C (-23.1274, 9.1771, -2.4966)  -0.14
O (-22.8162, 8.4738, -3.6564)  -0.17
C (-21.4537, 8.0907, -3.6816)  -0.22
C (-21.0741, 7.4107, -4.9768)  -0.20
O (-21.4283, 6.0500, -5.0808)  -0.17
C (-22.7616, 5.7430, -4.7347)  -0.10
H (-22.8428, 8.6335, -1.5887)  0.07
H (-24.1950, 9.3935, -2.4924)  0.10
H (-22.6409, 10.1699, -2.4499)  0.08
H (-21.2315, 7.3730, -2.8717)  0.12
H (-20.8046, 8.9675, -3.5459)  0.13
H (-19.9836, 7.4466, -5.0291)  0.13
H (-21.4692, 7.9661, -5.8385)  0.14
H (-22.9716, 4.7433, -5.1195)  0.09
H (-23.4685, 6.4239, -5.2198)  0.10
H (-22.9229, 5.7349, -3.6546)  0.07
C (-16.3459, 9.3158, 2.3770)  -0.07
O (-17.5301, 10.0416, 2.1132)  -0.31
C (-17.3372, 11.3257, 1.5687)  -0.20
C (-18.6693, 11.9944, 1.3078)  -0.22
O (-19.6607, 11.1930, 0.7063)  -0.32
C (-19.6052, 11.1554, -0.7295)  -0.03
H (-15.6058, 9.9007, 2.9311)  0.10
H (-15.8822, 8.9368, 1.4598)  0.10
H (-16.6088, 8.4474, 2.9788)  0.07
H (-16.7237, 11.2870, 0.6573)  0.13
H (-16.7837, 11.9585, 2.2759)  0.14
H (-18.5071, 12.9899, 0.8886)  0.14
H (-19.1105, 12.2152, 2.2945)  0.12
H (-20.3487, 10.4349, -1.0644)  0.08
H (-18.6273, 10.8034, -1.0667)  0.09
H (-19.8247, 12.1417, -1.1388)  0.11
C (-22.4787, 7.0891, 4.5450)  -0.08
O (-22.5621, 8.0044, 3.4578)  -0.37
C (-23.4017, 7.6207, 2.3738)  -0.18
C (-23.7707, 8.8855, 1.6320)  -0.18
O (-22.6103, 9.6787, 1.3886)  -0.36
C (-22.9488, 10.9881, 0.9412)  -0.06
H (-22.0743, 6.1109, 4.2997)  0.09
H (-23.4524, 7.0348, 5.0389)  0.10
H (-21.8439, 7.6066, 5.2674)  0.09
H (-24.3329, 7.1878, 2.7592)  0.15
H (-22.9708, 6.8842, 1.6925)  0.12
H (-24.5570, 9.4406, 2.1576)  0.14
H (-24.2471, 8.6100, 0.6811)  0.12
H (-23.0841, 10.9937, -0.1441)  0.09
H (-22.1297, 11.6638, 1.1845)  0.08
H (-23.8628, 11.3451, 1.4172)  0.10
C (-17.8475, 7.7574, -1.9921)  -0.08
O (-17.1536, 8.5011, -2.9731)  -0.18
C (-15.9067, 8.9208, -2.4888)  -0.22
C (-15.2255, 9.7351, -3.5721)  -0.22
O (-13.8691, 9.8521, -3.2265)  -0.19
C (-13.1600, 10.6677, -4.1330)  -0.11
H (-18.7655, 7.3574, -2.4100)  0.08
H (-18.1043, 8.4416, -1.1705)  0.07
H (-17.1850, 6.9660, -1.6279)  0.09
H (-15.2919, 8.0456, -2.2362)  0.13
H (-16.0113, 9.5602, -1.5980)  0.12
H (-15.6902, 10.7379, -3.5940)  0.13
H (-15.3736, 9.3097, -4.5717)  0.13
H (-13.1027, 10.1821, -5.1175)  0.09
H (-12.1501, 10.7631, -3.7461)  0.09
H (-13.6493, 11.6379, -4.2587)  0.09

Output
* E: -2867.77942 a.u.
* spin multiplicity: 1
* charge: +1
* F_max: 1.82 eV Å⁻¹